1.
Formula: C31H24FFeN3O2
Source: the OMol25 dataset
Level of theory: the ωB97M-V functional and the def2-TZVPD basis

Calculated values
2S+1 ... 5
LUMO (spin up / spin down) ... -0.3 / -0.4 eV

CARTESIAN COORDINATES (ANGSTROEM)
Fe 0.2307 0.2223 0.1863
C -0.8653 2.6429 2.1697
O -0.3344 2.2943 0.8971
C -0.4439 3.2169 -0.1230
C -0.7288 4.5536 0.0971
C -0.7929 5.4275 -0.9809
C -0.5816 4.9612 -2.2677
C -0.3196 3.6182 -2.4845
C -0.2514 2.7268 -1.4207
N -0.0360 1.3307 -1.5548
N 0.1788 0.9614 -2.7516
C 0.3528 -0.3331 -3.0905
C 0.1807 -1.4560 -2.2189
O -0.1992 -1.3835 -1.0098
C 0.4392 -2.7693 -2.7637
C 0.7890 -2.9503 -4.0517
C 0.9123 -1.8528 -4.9659
C 1.2346 -2.0726 -6.3157
C 1.3300 -1.0238 -7.1953
C 1.1056 0.2783 -6.7297
C 0.7983 0.5133 -5.4112
C 0.6907 -0.5474 -4.4919
H -1.9375 2.8362 2.0975
H -0.3559 3.5161 2.5791
H -0.6745 1.7895 2.8137
H -0.8988 4.9256 1.0967
H -1.0075 6.4730 -0.8044
H -0.6302 5.6405 -3.1081
H -0.1764 3.2338 -3.4831
H 0.3336 -3.6004 -2.0787
H 0.9823 -3.9501 -4.4253
H 1.4042 -3.0893 -6.6510
H 1.5764 -1.1978 -8.2343
H 1.1750 1.1120 -7.4173
H 0.6370 1.5218 -5.0616
N -0.7670 -0.6293 1.7171
C -1.3731 -1.1085 2.5633
C -2.0766 -1.7614 3.6245
C -1.8769 -1.3423 4.9385
C -2.5726 -1.9672 5.9581
C -3.4572 -2.9970 5.6664
C -3.6451 -3.4163 4.3559
C -2.9545 -2.8023 3.3261
H -1.1692 -0.5520 5.1495
H -2.4215 -1.6528 6.9816
H -4.0006 -3.4803 6.4676
H -4.3305 -4.2233 4.1360
H -3.0826 -3.1192 2.3001
F 1.3756 -1.8110 5.1898
C 1.7095 -1.3073 3.9667
C 1.8693 0.0571 3.8199
C 2.1776 0.5696 2.5719
C 2.3177 -0.2576 1.4275
C 2.4041 0.2958 0.1020
C 2.2060 -1.6521 1.6586
C 1.9005 -2.1698 2.9041
H 1.7617 0.7043 4.6821
H 2.3134 1.6395 2.4558
H 2.7252 -0.3571 -0.7030
H 2.7051 1.3353 0.0137
H 2.3434 -2.3272 0.8223
H 1.8009 -3.2369 3.0579

Forces on atoms 1 to 2 (eV/Å):
1.05 0.32 -0.72
0.09 0.01 0.07

2.
Formula: C31H24N10ReSi
Source: the OMol25 dataset
Level of theory: the ωB97M-V functional and the def2-TZVPD basis

Calculated values
2S+1 ... 2
LUMO (spin up / spin down) ... -2.6 / -2.2 eV

CARTESIAN COORDINATES (ANGSTROEM)
Re 0.3111 0.3065 -1.8073
N 2.7461 2.8501 -1.7659
C 3.1124 1.6063 -2.1621
N 4.3172 1.2662 -2.5913
N 4.2332 -0.0107 -2.9007
N 3.0700 -0.4699 -2.6802
N 2.2852 0.5124 -2.1901
C 1.4453 3.2699 -1.7630
N 1.0595 4.5375 -1.7054
N -0.2542 4.4923 -1.7615
N -0.6723 3.2890 -1.8410
N 0.3723 2.4512 -1.8534
H 3.4600 3.5607 -1.7350
C -4.0313 0.8964 -1.8932
C -4.5304 -0.3969 -1.9387
C -3.6396 -1.4499 -1.9695
C -2.2685 -1.2086 -1.9404
N -1.7960 0.0605 -1.8486
C -2.6633 1.0776 -1.8457
C -1.2430 -2.2431 -2.0016
C -1.5430 -3.5978 -2.1293
C -0.5255 -4.5328 -2.1582
C 0.7958 -4.1186 -2.0718
C 1.0965 -2.7727 -1.9584
C 0.1019 -1.7895 -1.9219
H -4.6795 1.7557 -1.8885
H -5.5920 -0.5814 -1.9419
H -3.9980 -2.4623 -2.0145
H -2.2434 2.0795 -1.8046
H -2.5678 -3.9298 -2.1963
H -0.7624 -5.5830 -2.2369
H 1.5944 -4.8457 -2.0821
H 2.1336 -2.4792 -1.9110
C -0.5644 4.6170 1.8136
C -1.5644 3.7891 1.3309
C -1.2820 2.4695 1.0374
C -0.0007 1.9475 1.2153
C 0.9895 2.7908 1.7116
C 0.7089 4.1113 2.0136
Si 0.3708 0.1414 0.6903
C 2.0224 -0.4284 1.4672
C 3.0920 -0.9296 0.7342
C 4.2732 -1.2954 1.3519
C 4.3984 -1.1666 2.7254
C 3.3360 -0.6888 3.4749
C 2.1572 -0.3223 2.8514
C -0.9974 -0.9475 1.4870
C -1.8382 -0.4264 2.4688
C -2.7990 -1.2154 3.0767
C -2.9471 -2.5411 2.7061
C -2.0967 -3.0841 1.7563
C -1.1242 -2.2971 1.1673
H -0.7764 5.6542 2.0237
H -2.5581 4.1795 1.1703
H -2.0649 1.8281 0.6561
H 1.9863 2.4012 1.8605
H 1.4872 4.7549 2.3957
H 3.0018 -1.0393 -0.3336
H 5.0930 -1.6738 0.7587
H 5.3251 -1.4323 3.2115
H 3.4326 -0.5953 4.5460
H 1.3350 0.0599 3.4378
H -1.7350 0.6063 2.7695
H -3.4386 -0.7964 3.8413
H -3.7107 -3.1523 3.1643
H -2.1874 -4.1235 1.4776
H -0.4479 -2.7340 0.4496

Forces on atoms 1 to 2 (eV/Å):
0.23 -0.48 0.04
-0.21 0.10 0.09

3.
Formula: C31H25BrN4OPPbS
Source: the OMol25 dataset
Level of theory: the ωB97M-V functional and the def2-TZVPD basis

Calculated values
LUMO ... -9.7 eV
Energy above the lowest of the compared OMol25 structures with the same formula, charge and spin ... 0.000 eV
Charge ... +3

CARTESIAN COORDINATES (ANGSTROEM)
Pb -1.0525 -0.2265 -0.7728
S -2.4435 -3.8516 -3.0912
C -3.8598 -3.0587 -2.5741
C -3.6073 -1.8880 -1.9172
C -2.2146 -1.6630 -1.8609
C -1.4366 -2.6295 -2.4406
C 0.0275 -2.6168 -2.5246
C 0.7528 -3.5537 -3.2467
C 2.1279 -3.4145 -3.3343
C 2.7456 -2.3364 -2.7153
C 1.9624 -1.4439 -2.0119
N 0.6362 -1.5902 -1.8961
H -4.8230 -3.4949 -2.7887
H -4.3746 -1.2396 -1.5219
H 0.2488 -4.3682 -3.7484
H 2.7107 -4.1312 -3.8970
H 3.8126 -2.1842 -2.7858
H 2.3991 -0.5767 -1.5334
O -2.3691 -3.3476 4.7477
C -2.0189 -2.6957 3.6593
C -0.7982 -2.8642 2.9873
C -0.5686 -2.1266 1.8561
N -1.4490 -1.2378 1.3558
C -2.6103 -1.0918 2.0093
Br -3.8450 0.1182 1.2595
C -2.9464 -1.7770 3.1466
H -1.7052 -3.9853 5.0468
H -0.0529 -3.5655 3.3368
H 0.3598 -2.2444 1.3078
H -3.8983 -1.6363 3.6373
N -0.4232 2.4442 0.8725
P 0.7020 1.2846 0.4213
C 1.9282 1.9300 -0.6948
C 1.5596 2.1848 -2.0221
C 2.4638 2.7740 -2.8848
C 3.7363 3.1062 -2.4292
C 4.1044 2.8538 -1.1151
C 3.2052 2.2672 -0.2392
C 1.4011 0.6163 1.9081
C 2.5014 -0.2447 1.7985
C 3.0706 -0.7751 2.9418
C 2.5510 -0.4489 4.1906
C 1.4512 0.3923 4.2996
C 0.8635 0.9204 3.1615
C -1.4517 2.8724 0.0157
C -2.0230 4.1316 0.1548
C -3.0528 4.4824 -0.6948
C -3.4910 3.5808 -1.6671
C -2.8781 2.3563 -1.7391
N -1.8722 2.0089 -0.9091
H -0.1103 3.1510 1.5297
H 0.5697 1.9308 -2.3885
H 2.1840 2.9755 -3.9092
H 4.4431 3.5669 -3.1055
H 5.0929 3.1197 -0.7675
H 3.4953 2.0897 0.7876
H 2.9234 -0.4865 0.8304
H 3.9284 -1.4290 2.8645
H 3.0120 -0.8488 5.0839
H 1.0540 0.6437 5.2732
H -0.0084 1.5534 3.2592
H -1.6633 4.8129 0.9140
H -3.5130 5.4577 -0.6083
H -4.2872 3.8325 -2.3519
H -3.1760 1.6150 -2.4701

Forces on atoms 1 to 2 (eV/Å):
0.24 -0.22 0.48
0.06 0.08 0.03

4.
Formula: C31H25Cl3N5O5S2Zr
Source: the OMol25 dataset
Level of theory: the ωB97M-V functional and the def2-TZVPD basis

Calculated values
LUMO ... -3.5 eV
Energy above the lowest of the compared OMol25 structures with the same formula, charge and spin ... 0.000 eV
Charge ... +1

CARTESIAN COORDINATES (ANGSTROEM)
Zr 1.2177 -0.2394 -0.1257
O 2.8904 -4.0040 -1.2987
C 2.4589 -3.0080 -0.7554
N 1.6855 -2.0113 -1.2853
C 0.9227 -2.2658 -2.4576
C 1.0003 -3.4019 -3.2599
C 0.1492 -3.5357 -4.3509
C -0.7602 -2.5406 -4.6661
C -0.8468 -1.4016 -3.8763
C -0.0202 -1.2727 -2.7663
N 0.0303 -0.1455 -1.9084
C -0.8671 0.8792 -2.0260
O -1.9745 0.8563 -2.5314
C -0.2930 2.1736 -1.5167
C -0.9108 3.3777 -1.7886
C -0.2409 4.5478 -1.4678
C 1.0131 4.4601 -0.8837
C 1.5360 3.2081 -0.6028
N 0.8948 2.0793 -0.9080
C 2.7459 -2.8200 0.7152
C 3.5566 -3.7112 1.3952
C 3.7468 -3.5202 2.7509
C 3.1356 -2.4387 3.3780
C 2.3724 -1.5761 2.6221
N 2.1727 -1.7715 1.3102
H 1.7224 -4.1685 -3.0426
H 0.2214 -4.4228 -4.9661
H -1.4004 -2.6392 -5.5331
H -1.5558 -0.6259 -4.1148
H -1.8770 3.3676 -2.2726
H -0.6823 5.5114 -1.6856
H 1.5885 5.3414 -0.6382
H 2.4976 3.1291 -0.1184
H 3.9977 -4.5290 0.8441
H 4.3667 -4.2010 3.3189
H 3.2631 -2.2543 4.4350
H 1.9223 -0.6929 3.0538
S -0.7407 -2.4923 0.4765
C -2.1659 -2.0699 -0.3165
N -2.5905 -2.6213 -1.4309
C -3.9080 -2.2481 -1.9335
C -4.2630 -0.9191 -1.2626
S -3.2832 -0.8766 0.2719
H -2.0001 -3.2918 -1.9068
H -4.6252 -3.0322 -1.6832
H -3.8625 -2.1409 -3.0158
H -5.3200 -0.8632 -1.0179
H -3.9676 -0.0713 -1.8736
Cl 5.3445 -0.3902 1.0148
C 4.5655 0.9987 0.2537
Cl 3.7088 0.4180 -1.2438
Cl 5.7319 2.2014 -0.2144
C 3.5022 1.5567 1.2572
O 3.8082 2.4589 1.9853
O 2.3725 0.9319 1.2101
C -1.0853 -0.3287 3.3443
C -0.9731 0.7040 2.2728
O -0.3147 0.4553 1.2538
C -1.6593 1.9910 2.4283
C -2.7982 2.1008 3.2299
C -3.4299 3.3241 3.3633
C -2.9072 4.4447 2.7297
C -1.7593 4.3448 1.9547
C -1.1425 3.1180 1.7920
H -2.1286 -0.6390 3.4385
H -0.7956 0.1070 4.3023
H -0.4902 -1.2017 3.0989
H -3.2063 1.2334 3.7307
H -4.3234 3.4087 3.9662
H -3.3935 5.4038 2.8502
H -1.3431 5.2253 1.4837
H -0.2362 3.0257 1.2135

Forces on atoms 1 to 2 (eV/Å):
-0.58 0.09 0.25
0.01 -0.02 -0.01

5.
Formula: C31H25GeN5PtSe
Source: the OMol25 dataset
Level of theory: the ωB97M-V functional and the def2-TZVPD basis

Calculated values
2S+1 ... 2
LUMO (spin up / spin down) ... -4.1 / -4.3 eV
Energy above the lowest of the compared OMol25 structures with the same formula, charge and spin ... 1.072 eV
Charge ... +1

CARTESIAN COORDINATES (ANGSTROEM)
Pt 0.1569 -0.2227 0.0547
C -0.9490 -1.9805 -2.7454
Ge -1.1534 -2.0509 -0.8306
C -2.9886 -1.6742 -0.3587
C -3.3986 -1.3671 0.9417
C -4.7325 -1.1149 1.2236
C -5.6767 -1.1568 0.2054
C -5.2857 -1.4464 -1.0932
C -3.9480 -1.6941 -1.3755
C -0.4191 -3.5346 0.1725
C -0.4867 -3.4083 1.5400
C 0.0426 -4.3844 2.4115
C 0.6589 -5.4808 1.8916
C 0.7504 -5.6684 0.4903
C 1.3678 -6.8315 -0.0363
C 1.4506 -7.0296 -1.3803
C 0.9116 -6.0695 -2.2642
C 0.3097 -4.9435 -1.7843
C 0.2108 -4.6973 -0.3901
H -1.5639 -2.7524 -3.2113
H 0.0926 -2.1217 -3.0259
H -1.2690 -1.0048 -3.1133
H -2.6791 -1.3137 1.7492
H -5.0371 -0.8873 2.2373
H -6.7183 -0.9625 0.4253
H -6.0201 -1.4806 -1.8875
H -3.6618 -1.9174 -2.3968
H -0.9760 -2.5503 1.9789
H -0.0512 -4.2618 3.4835
H 1.0823 -6.2358 2.5435
H 1.7662 -7.5647 0.6546
H 1.9208 -7.9206 -1.7741
H 0.9743 -6.2313 -3.3323
H -0.0986 -4.2322 -2.4836
N -3.0835 6.1022 -2.3281
C -2.6087 5.1127 -1.9928
C -2.0114 3.8709 -1.5665
C -0.7592 3.8627 -0.9725
C -0.2274 2.6516 -0.5764
N -0.8819 1.4953 -0.7409
C -2.0885 1.5023 -1.3231
C -2.6860 2.6692 -1.7504
H -0.2018 4.7757 -0.8226
H 0.7561 2.5999 -0.1267
H -2.5907 0.5532 -1.4318
H -3.6606 2.6419 -2.2162
Se 2.5874 2.0867 -2.9981
C 2.0138 0.7705 -2.0064
N 1.6145 -0.1159 -1.3283
N 0.2430 -0.5027 4.3066
C 0.5910 -0.7750 3.0412
N -0.1127 -0.0770 2.1744
C -1.0082 0.6902 2.9294
C -1.9925 1.5923 2.5288
C -2.7092 2.2227 3.5231
C -2.4637 1.9657 4.8846
C -1.5012 1.0660 5.2894
C -0.7839 0.4353 4.2774
H 0.6709 -0.9036 5.1248
H 1.3726 -1.4725 2.7830
H -2.1915 1.7771 1.4823
H -3.4795 2.9330 3.2547
H -3.0464 2.4871 5.6315
H -1.3183 0.8636 6.3358

Forces on atoms 1 to 2 (eV/Å):
1.49 0.44 1.02
0.10 0.14 -0.23

6.
Formula: C31H25N4O4PPtS
Source: the OMol25 dataset
Level of theory: the ωB97M-V functional and the def2-TZVPD basis

Calculated values
LUMO (spin up / spin down) ... -7.6 / -7.7 eV
Energy above the lowest of the compared OMol25 structures with the same formula, charge and spin ... 0.789 eV
Charge ... +2

CARTESIAN COORDINATES (ANGSTROEM)
Pt 0.0711 1.1056 0.4691
O -2.2286 3.6392 2.8861
C -1.6106 2.6973 2.4154
N -0.7133 2.7485 1.4335
C -0.6541 4.0440 0.7708
C -0.1295 3.8973 -0.6218
C 0.1350 4.9967 -1.4292
C 0.6167 4.7976 -2.7061
C 0.8421 3.4993 -3.1560
C 0.5763 2.4562 -2.3034
N 0.0762 2.6600 -1.0767
C -1.9502 1.3531 3.0478
C -2.3747 1.3811 4.3633
C -2.8104 0.2350 4.9976
C -2.8420 -0.9594 4.2817
C -2.4260 -0.9667 2.9821
N -1.9849 0.1709 2.3617
H -0.0435 4.7543 1.3346
H -1.6579 4.4775 0.7277
H -0.0313 5.9919 -1.0395
H 0.8315 5.6431 -3.3456
H 1.2364 3.3037 -4.1425
H 0.7712 1.4309 -2.5845
H -2.3673 2.3438 4.8539
H -3.1255 0.2657 6.0318
H -3.1725 -1.8848 4.7310
H -2.3861 -1.8894 2.4239
O 4.3370 1.6086 0.9664
S 3.1555 0.8616 0.7182
O 2.6207 -0.0137 1.7373
O 2.0345 1.7640 0.2013
C 3.4412 -0.1985 -0.6866
C 4.7084 -0.2834 -1.2297
C 4.9587 -1.1949 -2.2494
C 3.9535 -2.0347 -2.7065
C 2.6766 -1.9471 -2.1692
C 2.4045 -1.0093 -1.1755
P 0.7614 -0.8964 -0.4639
C -0.5472 -1.0167 -1.7197
C -1.8563 -0.9065 -1.2365
C -2.9526 -0.7833 -2.0572
C -2.7534 -0.7641 -3.4344
C -1.4719 -0.8685 -3.9464
C -0.3747 -0.9857 -3.0965
C 0.4362 -2.3567 0.5769
C 0.7770 -2.3539 1.9328
C 0.5037 -3.4714 2.7104
C -0.1175 -4.5833 2.1554
C -0.4590 -4.5907 0.8094
C -0.1767 -3.4850 0.0164
H 5.4924 0.3488 -0.8347
H 5.9520 -1.2628 -2.6717
H 4.1621 -2.7659 -3.4754
H 1.9052 -2.6238 -2.5175
H -1.7314 -1.8958 0.5382
H -3.9545 -0.7032 -1.6498
H -3.6030 -0.6665 -4.0956
H -1.3155 -0.8540 -5.0165
H 0.6210 -1.0411 -3.5157
H 1.2726 -1.4950 2.3627
H 0.7906 -3.4749 3.7539
H -0.3226 -5.4516 2.7676
H -0.9259 -5.4616 0.3690
H -0.4217 -3.5148 -1.0397
N -2.0899 -0.9672 0.2352
C -1.4351 0.1031 1.0429
H -3.1041 -0.9561 0.3875

Forces on atoms 1 to 2 (eV/Å):
-0.74 -0.26 -0.50
0.03 0.00 0.00

| no. | E_tot (eV) |
| --- | --- |
| 1 | -78205.46657 |
| 2 | -57443.18596 |
| 3 | -135950.29126 |
| 4 | -110760.92580 |
| 5 | -165105.99782 |
| 6 | -70058.23772 |